The following is a quantum chemistry calculation of an isolated molecule of C7H8N2O3 at a distorted geometry, from the Open Molecules 2025 dataset.

The geometry in ORCA input format:
```
! RIJCOSX wB97M-V def2-TZVPD def2/J DEFGRID3
* xyz 0 1
N -1.789 -3.025 -0.830
C -0.880 -2.422 -0.488
C 0.368 -1.881 -0.138
C -0.008 -0.050 -0.347
C -1.279 0.408 0.201
C -1.058 1.906 0.687
C 0.489 2.033 0.921
C 1.066 0.780 0.312
O 2.213 0.463 0.117
N 1.461 -2.076 -1.182
O 2.460 -2.665 -0.886
O 1.249 -1.584 -2.267
H 0.579 -2.031 0.862
H -0.033 0.105 -1.471
H -1.728 -0.086 1.127
H -2.106 0.204 -0.526
H -1.419 2.190 1.706
H -1.267 2.620 -0.142
H 0.900 2.152 1.848
H 0.780 2.959 0.496
*
```

Summary:
Largest force on an atom: 6.01 eV/Å
M: 168.15 g/mol
E_HOMO: -0.3754 hartree
E_LUMO: -0.0148 Ha
Structure (SMILES): N#C[C@H]([C@H]1CCCC1=O)[N+](=O)[O-]
ΔE to the lowest compared entry with this formula, charge and spin: 5.796 eV

Mulliken population analysis, charges in e, atoms 1 to 5: number 1, N, carries -0.45; number 2, C, carries 0.28; number 3, C, carries -0.21; number 4, C, carries 0.08; number 5, C, carries -1.05

The following is a quantum chemistry calculation of a 2-piece molecular cluster, C7H8N2O4S overall at a distorted geometry, from the Open Molecules 2025 dataset.

The geometry in ORCA input format:
```
! RIJCOSX wB97M-V def2-TZVPD def2/J DEFGRID3
* xyz 0 1
C 1.071 -1.992 0.140
C 2.198 -1.242 0.303
C 0.956 0.649 -0.561
C -0.179 -1.472 -0.343
C 2.127 0.151 0.003
C -0.257 -0.104 -0.651
C -1.290 -2.473 -0.099
N -3.223 2.346 1.541
N 3.256 1.023 0.124
O 4.334 0.573 0.434
O 3.042 2.181 -0.099
O -2.998 3.252 0.749
O -1.406 2.128 -1.386
S -1.792 0.570 -1.035
H 1.249 -3.057 0.508
H 3.201 -1.489 0.600
H 0.777 1.709 -0.852
H -0.987 -3.426 -0.184
H -1.738 -2.158 0.857
H -2.046 -2.257 -0.878
H -2.119 2.608 -1.012
H -4.174 2.482 1.839
*
```

Summary:
Largest force on an atom: 5.90 eV/Å
M: 216.22 g/mol
E_HOMO: -0.3051 hartree
E_LUMO: -0.0454 Ha
ΔE to the lowest compared entry with this formula, charge and spin: 4.106 eV

Mulliken population analysis, charges in e, atoms 1 to 5: number 1, C, carries -0.55; number 2, C, carries -0.74; number 3, C, carries -0.18; number 4, C, carries 0.58; number 5, C, carries -0.15

The following is a quantum chemistry calculation of a 2-piece molecular cluster, C7H8N2O4S overall at a distorted geometry, from the Open Molecules 2025 dataset.

The geometry in ORCA input format:
```
! RIJCOSX wB97M-V def2-TZVPD def2/J DEFGRID3
* xyz 0 1
C -2.182 -0.609 1.857
C -0.989 -0.957 2.468
C -2.104 0.224 0.780
C 0.192 -0.502 1.888
C -0.438 -2.120 -1.715
C -0.918 0.749 0.206
C 1.412 0.408 0.150
N 0.461 -1.802 -2.438
N 0.272 0.345 0.819
O 0.703 0.933 -2.268
O -1.378 -2.383 -1.055
O 1.174 2.844 -0.998
O 2.997 1.313 -1.653
S 1.462 1.462 -1.213
H -3.141 -0.675 2.330
H -0.938 -1.498 3.488
H -2.993 0.687 0.239
H 1.036 -0.780 2.410
H -0.796 1.305 -0.665
H 2.387 0.567 0.720
H 0.797 -0.894 -2.793
H 2.984 1.380 -2.557
*
```

Summary:
Largest force on an atom: 5.57 eV/Å
M: 216.22 g/mol
E_HOMO: -0.2908 hartree
E_LUMO: -0.0127 Ha
ΔE to the lowest compared entry with this formula, charge and spin: 0.430 eV

Mulliken population analysis, charges in e, atoms 1 to 5: number 1, C, carries -0.45; number 2, C, carries -0.41; number 3, C, carries -0.31; number 4, C, carries -0.19; number 5, C, carries 0.66

Number 1: orbital gap 0.3607 hartree. Number 2: orbital gap 0.2597 hartree. Number 3: orbital gap 0.2782 hartree.